Entry 1:
17
Properties=species:S:1:pos:R:3 method="wB97M-V/def2-TZVPD" multiplicity=1 total_energy_ha=-326.04964 relative_energy_kj_mol=609.56 molar_mass_g_mol=100.1 total_charge=+1 orbital_gap_ev=8.8
C 0.98 0.20 -2.27
C 1.15 0.59 -0.85
C -0.15 0.08 -0.02
C -0.31 -0.51 1.40
C -1.34 0.15 2.21
N -0.55 -1.27 0.02
O -0.40 -2.25 -0.57
H 1.02 -0.90 -2.28
H 1.81 0.71 -2.80
H 0.10 0.63 -2.74
H 1.09 1.72 -0.89
H 1.95 0.12 -0.36
H -0.99 0.85 -0.15
H 0.47 -1.10 1.92
H -2.22 0.41 1.52
H -0.94 0.94 2.82
H -1.69 -0.39 3.03

---

Entry 2:
13
Properties=species:S:1:pos:R:3 method="wB97M-V/def2-TZVPD" multiplicity=1 total_energy_ha=-377.91146 relative_energy_kj_mol=125.70 molar_mass_g_mol=102.1 orbital_gap_ev=10.6
H -2.60 -0.19 -0.78
N -1.59 -0.03 -0.72
C -1.36 1.03 -0.06
O -0.14 1.50 0.19
C 0.99 0.73 -0.24
C 1.16 -0.51 0.64
N 0.67 -1.66 0.09
O 1.72 -0.44 1.72
H -2.11 1.69 0.38
H 0.89 0.49 -1.30
H 1.84 1.38 -0.07
H 0.61 -2.44 0.73
H -0.08 -1.55 -0.58

---

Entry 3:
20
Properties=species:S:1:pos:R:3 method="wB97M-V/def2-TZVPD" multiplicity=1 total_energy_ha=-762.60126 relative_energy_kj_mol=135.95 molar_mass_g_mol=131.2 orbital_gap_ev=9.6
N -0.43 0.08 1.34
C -0.28 0.50 0.02
C -0.30 2.09 -0.02
S 0.11 2.68 -1.82
H -0.51 -0.89 1.31
H 0.39 0.25 2.03
H -1.14 0.20 -0.66
H 0.65 0.13 -0.49
H -1.38 2.32 0.24
H 0.40 2.59 0.64
H -0.03 3.94 -1.94
O 1.41 -2.39 1.40
H 1.67 -2.55 0.43
H 1.30 -3.33 1.85
O -3.92 0.04 0.40
H -3.29 0.04 -0.31
H -3.43 0.41 1.18
O 3.06 -2.26 -1.64
H 2.27 -2.43 -2.12
H 3.46 -1.43 -1.83

---

Entry 4:
63
Properties=species:S:1:pos:R:3 method="wB97M-V/def2-TZVPD" multiplicity=1 total_energy_ha=-3421.42503 molar_mass_g_mol=700.2 orbital_gap_ev=9.6
N -1.83 0.13 2.53
P -0.65 1.16 2.71
C 0.22 1.57 1.12
C -0.68 2.54 0.31
C -1.21 2.19 -1.08
C -2.63 1.66 -1.16
F -2.78 0.53 -0.45
F -2.83 1.31 -2.47
C -3.75 2.72 -0.82
F -3.14 3.90 -0.53
F -4.51 2.94 -1.91
C -4.70 2.39 0.37
F -4.08 1.72 1.35
F -5.07 3.58 0.90
C -6.05 1.69 0.04
F -6.67 1.51 1.24
F -6.82 2.53 -0.68
C -6.01 0.32 -0.66
F -5.11 0.31 -1.66
F -7.23 0.11 -1.20
C -5.75 -0.92 0.25
F -4.61 -0.80 0.94
F -6.78 -1.12 1.09
F -5.64 -1.99 -0.58
O 1.30 2.42 1.63
S 2.63 2.31 0.72
O 3.74 1.92 1.51
O 2.71 3.49 -0.06
O 2.14 1.09 -0.15
C 0.98 0.38 0.50
C 1.64 -0.48 1.56
N 0.75 -1.54 2.02
C 0.37 -0.42 -0.63
B 1.16 -1.79 -0.97
O 2.45 -1.68 -1.42
O 0.59 -3.01 -0.77
H -2.69 0.56 2.86
H -1.00 2.44 3.18
H 0.37 0.74 3.58
H -1.52 2.81 0.93
H -0.12 3.46 0.21
H -0.63 1.49 -1.66
H -1.23 3.09 -1.68
H 1.97 0.12 2.40
H 2.55 -0.92 1.15
H -0.24 -1.33 1.94
H 0.98 -1.90 2.92
H -0.69 -0.59 -0.48
H 0.51 0.18 -1.53
H 2.57 -2.11 -2.27
H -0.36 -2.95 -0.88
F 4.20 -4.01 -2.39
C 5.33 -3.58 -1.79
C 6.20 -4.51 -1.25
C 7.35 -4.05 -0.63
C 7.62 -2.69 -0.56
C 6.73 -1.78 -1.11
C 5.57 -2.22 -1.73
H 5.96 -5.56 -1.31
H 8.05 -4.76 -0.21
H 8.53 -2.34 -0.08
H 6.93 -0.72 -1.05
H 4.87 -1.53 -2.17

---

Computed LUMO level (eV) in order:
-6.7 0.9 0.4 0.3